C21H24AsIrO3S4Sb | ωB97M-V with the def2-TZVPD basis set

Geometry as XYZ:
```
55
Properties=species:S:1:pos:R:3:forces:R:3
C 1.02544 5.14540 3.41003 0.1 0.0 0.0
C 3.90588 -1.65581 -3.06562 0.0 0.0 0.0
H 3.89636 0.46382 -3.41801 0.0 0.0 0.0
H -1.17362 -3.32011 -1.92773 0.0 0.0 0.0
H -2.68967 0.42601 -0.50902 0.0 0.0 0.0
H 1.26059 5.79491 2.56673 0.0 0.0 0.0
C -3.52310 0.69109 -2.46977 0.0 0.0 0.0
H -1.75254 1.51387 1.83795 -0.1 0.0 0.0
C 2.18839 -0.16590 -2.28990 0.0 0.0 0.0
H -0.93140 5.62003 1.43464 0.0 0.0 0.0
H -1.68006 -5.57497 -1.01132 0.0 0.0 0.0
C -3.33003 0.51713 -3.83572 0.0 0.0 0.0
H -2.15321 4.35910 1.76280 0.0 0.0 0.0
H 1.78668 0.83445 -2.18038 0.0 0.0 0.0
H -2.00558 -0.19134 -5.36737 0.0 0.0 0.0
C 3.25515 -2.72549 -2.46969 0.0 0.0 0.0
H 3.68068 -3.71948 -2.52415 0.0 0.0 0.0
H -4.43628 1.14285 -2.10360 0.0 0.0 0.0
H -0.06265 -1.31427 2.30197 -0.4 1.0 1.4
O 0.70228 -1.75055 1.93728 -0.8 -1.9 -0.7
H -1.77523 -0.18325 2.32409 0.0 0.0 0.0
O 0.51077 3.28248 1.65078 -0.1 -0.2 0.1
H -1.58347 1.07215 3.55403 0.0 0.0 0.0
C -1.38336 4.99143 2.20165 0.0 0.0 0.0
S 3.05397 0.86224 1.62906 1.0 -0.5 -0.2
H 0.59136 5.70414 4.24036 0.0 0.0 0.0
C -2.54618 0.28615 -1.57513 0.0 0.0 0.0
C 1.52736 -1.24520 -1.70894 0.1 0.1 0.0
Sb 3.73739 1.07988 3.99311 -0.9 0.2 -1.5
C -1.17528 -0.46198 -3.40798 0.0 0.0 0.0
H 1.92635 4.61183 3.72633 -0.1 0.0 0.0
C 2.06287 -2.52262 -1.78480 0.0 0.0 -0.1
Ir 0.75316 0.79067 2.14687 0.7 0.3 0.9
S 1.24880 1.03399 4.29103 -0.4 -0.1 0.2
C -1.30826 0.78925 2.53428 -0.4 0.0 -0.3
H 1.56018 -3.35051 -1.30066 0.0 0.0 0.0
C -1.21761 -4.99563 1.03216 0.0 0.0 0.3
S -0.12565 3.89437 2.86707 -0.1 0.0 -0.1
C 3.37558 -0.37460 -2.97338 0.0 0.0 0.0
C -1.37026 -0.29224 -2.04420 0.0 0.0 -0.1
C -0.83491 -3.99712 1.89596 0.1 -0.2 -0.1
H -0.72595 -4.20698 2.95331 0.0 0.0 0.0
C -2.15890 -0.05806 -4.30372 0.0 0.0 0.0
H -1.42557 -5.98270 1.43318 0.0 0.0 0.0
S 4.25453 3.27171 3.85148 0.4 0.4 0.6
O 0.27074 0.54044 0.12133 -0.5 0.0 0.1
C -1.09268 -3.51104 -0.86055 -0.1 -0.1 0.1
H -1.80774 5.59324 3.00558 0.0 0.0 0.0
H -0.25774 -0.90580 -3.77520 0.0 0.0 0.0
H -4.09405 0.83284 -4.53521 0.0 0.0 0.0
C -0.63847 -2.68428 1.40314 1.3 0.6 0.0
H 4.83893 -1.81677 -3.59135 0.0 0.0 0.0
C -0.70112 -2.50133 0.00886 -0.1 0.4 -0.3
C -1.37282 -4.77367 -0.35322 0.0 0.1 -0.3
As -0.08008 -0.86375 -0.72845 0.2 -0.2 0.0
```
Forces are in eV/Å.

Relative energy (zero: lowest compared OMol25 entry of this formula, charge and spin) (kcal per mole): 21.66
Kohn-Sham gap (spin up / spin down) (Ha): 0.1688 / 0.1685
Multiplicity: 5
<S²>: 6.041
Net charge: -1


C2H2O2 | ωB97M-V with the def2-TZVPD basis set

Geometry as XYZ:
```
6
Properties=species:S:1:pos:R:3:forces:R:3
O -0.16467 0.67428 1.58987 -2.0 -0.4 1.2
H -1.26041 -0.84760 -0.73727 0.2 -0.2 -0.5
C -0.26697 -0.42914 -0.73058 -1.3 0.9 3.8
H 0.48831 -0.47283 -1.41246 1.4 -0.4 -2.2
C 0.11525 0.18087 0.39063 -0.9 -0.6 -1.9
O 1.08848 0.89442 0.89981 2.6 0.7 -0.4
```
Forces are in eV/Å.

Structure (SMILES): C=C1OO1
Relative energy (zero: lowest compared OMol25 entry of this formula, charge and spin) (kcal per mole): 82.86
Kohn-Sham gap (Ha): 0.4019


C16H15N3OS3 | ωB97M-V with the def2-TZVPD basis set

Geometry as XYZ:
```
38
Properties=species:S:1:pos:R:3:forces:R:3
C 6.12683 -1.42628 -0.55716 0.2 0.0 0.1
C 0.63218 2.30099 -0.30571 -1.2 0.4 0.2
C -3.07326 -2.31884 -0.46864 0.0 0.0 -0.1
H -4.72121 1.03040 1.89447 0.1 0.0 0.1
C -3.73164 0.87109 1.46313 0.3 0.4 -0.2
S -3.31174 2.50334 0.73465 -0.6 0.1 0.3
S 5.53308 0.38770 1.14475 -0.1 -0.4 -0.5
C 4.32453 -0.08769 -0.00051 0.2 0.1 0.2
C -1.64895 2.24221 0.38211 0.4 0.3 -0.3
N -0.96134 1.21625 0.74317 -1.5 0.1 0.4
C 2.99219 0.57905 -0.01302 0.4 -0.1 0.0
C -2.10646 -1.62050 1.72577 0.0 0.0 0.0
C 6.65304 -0.73579 0.48402 -0.1 0.2 0.2
O 4.01945 2.35383 -1.29520 0.1 0.0 0.0
C -2.99398 -1.37073 0.54509 -0.1 0.0 0.0
C 3.04593 1.89082 -0.75977 -0.1 -0.1 0.0
N 0.30756 1.24793 0.35828 1.7 -0.1 -0.4
H -3.00632 0.68579 2.24941 -0.1 0.0 0.1
H 7.63379 -0.81161 0.90954 0.2 -0.1 0.0
H 1.92570 3.47940 -1.32055 0.1 -0.2 0.1
C -4.63971 -0.98147 -1.68609 -0.1 0.0 0.0
H 2.24571 -0.05977 -0.49037 0.0 0.0 0.2
C 4.79264 -1.05221 -0.83621 -0.2 0.2 0.2
H -5.27724 -0.82470 -2.54310 -0.1 0.0 -0.1
H -1.62653 -2.59148 1.63696 0.0 -0.1 0.0
H 6.66503 -2.17512 -1.11009 0.1 -0.1 -0.1
C -3.88086 -2.13349 -1.57512 0.0 0.0 0.0
H -2.48466 -3.22142 -0.38645 0.1 -0.1 0.0
H -5.15550 0.87869 -0.76955 0.0 0.1 0.0
H -2.67700 -1.60429 2.65359 0.0 0.0 0.1
H -3.91867 -2.88639 -2.34842 0.0 -0.1 -0.1
N 1.85498 2.60234 -0.81695 0.2 0.7 -0.4
H 4.20499 -1.48657 -1.62541 -0.2 0.0 -0.1
H 2.64092 0.77888 1.00190 -0.1 -0.1 -0.1
H -1.33322 -0.85560 1.77749 0.0 0.0 0.1
C -3.75740 -0.20729 0.42358 0.0 -0.2 -0.2
C -4.57322 -0.02898 -0.68830 0.0 -0.1 0.0
S -0.71969 3.43156 -0.53127 0.2 -0.9 0.4
```
Forces are in eV/Å.

Structure (SMILES): Cc1ccccc1CSc1nnc(NC(=O)Cc2cccs2)s1
Relative energy (zero: lowest compared OMol25 entry of this formula, charge and spin) (kcal per mole): 0.00
Kohn-Sham gap (Ha): 0.3295


C6H10O | ωB97M-V with the def2-TZVPD basis set

Geometry as XYZ:
```
17
Properties=species:S:1:pos:R:3:forces:R:3
H -0.90955 -1.34769 -0.49783 0.1 0.1 0.0
O -0.86254 1.67000 0.89071 0.2 0.2 0.0
C -0.77349 0.24709 0.88212 0.0 -0.4 -0.1
C -0.42172 -0.36361 -0.50378 0.0 -0.1 0.0
H 2.32768 -1.06909 1.41328 -0.1 0.1 0.0
C 1.09739 -0.61188 -0.45833 0.0 0.0 0.0
H 1.65026 0.22936 -0.90213 -0.1 -0.1 0.0
H -0.61560 -0.26867 -2.63395 0.0 0.2 0.1
H -0.29898 1.30721 -1.89527 -0.1 -0.1 0.1
C 0.36700 -0.24780 1.74641 0.1 0.0 0.0
H 0.35803 -0.17019 2.83148 0.0 0.0 -0.2
H -1.91872 0.59100 -1.80326 0.1 0.0 0.1
H -1.74653 -0.13099 1.22450 0.1 0.1 -0.1
C 1.38602 -0.69888 1.01585 -0.1 0.1 0.1
H 1.38420 -1.50914 -1.01863 0.0 0.1 0.1
C -0.84782 0.36851 -1.77053 -0.1 0.0 0.0
H -0.17564 2.00477 1.47935 -0.1 0.0 -0.2
```
Forces are in eV/Å.

Structure (SMILES): C[C@H]1CC=C[C@H]1O
Relative energy (zero: lowest compared OMol25 entry of this formula, charge and spin) (kcal per mole): 5.07
Kohn-Sham gap (Ha): 0.3913